The following is a DFT calculation (wB97M-V/def2-TZVPD) of a structure of composition C4H9NO.

Calculated values
E_LUMO	0.954	eV
total energy	-7826.7559	eV
charge	0
maximum force	0.0083	Eh/bohr

```
15
Properties=species:S:1:pos:R:3:mulliken_charge:R:1
C 1.87168 0.70553 0.11077 -0.986
N 0.47740 0.49991 0.44024 -0.192
C -0.43821 0.64219 -0.71563 -0.594
C -0.90467 -0.77954 -0.52167 0.045
O -2.33954 -0.78746 0.65618 -0.660
C 0.05041 -0.92095 0.52801 -0.711
H 2.05400 1.76562 -0.10047 0.321
H 2.49112 0.42405 0.96907 0.314
H 2.20485 0.10983 -0.76223 0.377
H 0.10305 0.71860 -1.67019 0.275
H -1.16964 1.45609 -0.65055 0.306
H -1.36045 -1.45549 -1.23585 0.382
H -2.69032 0.10607 0.81503 0.336
H -1.25765 -0.90843 1.18452 0.423
H 0.74350 -1.73535 0.72257 0.364
```